Entry from the Open Molecules 2025 dataset: a 2-piece molecular cluster, C4H6O2 overall (ωB97M-V/def2-TZVPD).

Last column: natural (NBO) charge in e.
Element x y z (Å)
O -0.8921 0.7030 -1.6889  -0.526
C 0.0392 1.1472 -1.0009  0.462
C 0.8198 0.4354 0.0800  -0.515
C 0.2637 -0.9067 0.5287  -0.531
C -1.2388 -0.7084 0.7121  0.397
O -1.8574 -0.8996 1.7297  -0.545
H 0.4853 2.0803 -1.3642  0.141
H 0.9678 1.1179 0.9295  0.244
H 1.8241 0.2852 -0.3484  0.251
H 0.3411 -1.6359 -0.2907  0.228
H 0.7987 -1.3061 1.3999  0.223
H -1.5512 -0.3124 -0.6870  0.170

***

Entry from the Open Molecules 2025 dataset: a 2-piece molecular cluster, C6H12OS2 overall (ωB97M-V/def2-TZVPD).

Last column: natural (NBO) charge in e.
Element x y z (Å)
C -0.6499 -0.4142 -0.5436  -0.222
C 1.5949 0.7130 -0.9672  -0.588
C -0.2698 1.8123 0.2498  -0.595
C 1.1191 0.0135 1.4425  -0.642
C -2.5403 -2.3530 -0.7353  -0.721
C 0.4324 0.4702 0.0522  -0.192
O -3.5639 0.6440 1.2092  -0.724
S -3.4557 0.7306 -0.2492  0.723
S -0.9904 -1.8863 0.2458  0.352
H 2.2339 1.4343 -0.5012  0.210
H 2.1579 -0.2291 -0.9198  0.212
H 1.1292 1.0101 -1.8788  0.223
H 0.5548 2.4860 0.3779  0.208
H -1.0069 1.8776 1.0515  0.219
H -0.7984 2.0000 -0.6157  0.214
H 0.5149 -0.2906 2.2485  0.215
H 1.7296 0.7349 1.9019  0.211
H 1.7104 -0.8572 1.3138  0.203
H -3.3194 -2.6976 -0.1137  0.222
H -2.3483 -3.2845 -1.2378  0.223
H -2.6392 -1.3939 -1.2593  0.249

***

The following max |F| values (in eV/Å) correspond, in order, to the records above: 4.5; 2.8.
The following relative energy (zero: lowest compared OMol25 entry of this formula, charge and spin) values (in eV) correspond, in order, to the records above: 2.992; 5.431.